[1]
# C72H210N32O10P10

A cluster of 12 separate species, C72H210N32O10P10 in total at a distorted geometry (ωB97M-V/def2-TZVPD, OMol25).

Frontier orbital gap in eV: 8.632
Structure (SMILES): CN(C)P(=O)(N(C)C)N(C)C.CN(C)P(=O)(N(C)C)N(C)C.CN(C)P(=O)(N(C)C)N(C)C.CN(C)P(=O)(N(C)C)N(C)C.CN(C)P(=O)(N(C)C)N(C)C.CN(C)P(=O)(N(C)C)N(C)C.CN(C)P(=O)(N(C)C)N(C)C.CN(C)P(=O)(N(C)C)N(C)C.CN(C)P(=O)(N(C)C)N(C)C.CN(C)P(=O)(N(C)C)N(C)C.CCN(CC)CC.CCN(CC)CC
Spin multiplicity: 1
Molecular weight in g mol⁻¹: 1994.43

Structure (XYZ):
```
334
Properties=species:S:1:pos:R:3:mulliken_charge:R:1
H -0.8618 5.0303 -8.0701 0.286
H -5.5428 3.5946 2.7094 0.919
H -1.5567 0.6665 6.9968 0.200
H -1.6776 3.8117 -2.1800 -0.273
N -0.8288 -2.6532 -9.6775 0.244
H -3.5799 -1.8531 -6.5314 0.305
C -4.7552 -5.5951 5.1702 -1.184
C -1.6661 0.3944 1.0112 0.070
H -3.1041 -0.0363 7.3566 0.909
N -4.6674 1.8951 7.2946 0.237
H 5.9031 -2.7842 -0.2899 0.279
H -2.7412 2.6281 6.9960 0.011
C 0.7797 0.3726 -0.6601 0.900
H 6.0464 1.8556 -0.6840 -0.215
H 0.5667 3.6219 5.1211 0.576
H -0.0572 1.0609 -0.6750 0.819
H 0.4814 -6.1600 2.5531 0.243
O -3.6370 5.6246 -0.5502 -0.875
H -4.9808 -3.2306 -4.3895 0.255
H -4.3050 0.8403 -4.2619 0.605
H -4.8044 7.7228 3.2970 0.326
H -6.6929 0.3226 1.1123 0.666
H -2.1033 0.6126 0.0605 0.731
C 1.4978 -1.5306 0.4843 1.717
H 1.7406 -7.8765 -1.4299 0.431
C 7.9728 -1.2868 -3.7362 -1.026
H -5.1386 -4.6135 5.0003 0.335
H -2.7169 -3.3814 0.6108 0.377
C 5.0630 -2.1612 -0.5755 -0.971
H 5.2311 -1.1053 -0.3224 0.127
N -5.3216 -2.4311 -2.5027 0.840
N -1.4926 -6.3587 3.2274 0.771
H -1.4280 5.2552 -0.0369 0.374
O -1.1631 -4.4305 -7.7093 -0.903
H -2.3025 5.0065 3.6604 0.411
C -0.3734 -5.1538 -3.8520 -0.278
C -1.6149 -0.5549 -7.4999 -1.158
H 6.2350 4.8132 4.9388 0.182
C 5.4930 5.1053 -1.4149 -0.902
C 2.6669 -0.7979 -3.5930 0.701
H -4.0691 -4.3851 0.9004 0.838
N 7.5793 2.9006 -3.4248 0.661
H 1.1632 3.0603 -7.2625 0.508
H 8.3478 -0.7196 -4.5203 0.434
H -4.1000 3.8431 7.3290 0.491
H 5.5251 2.4211 -3.7410 0.030
H -2.2818 3.3917 2.9538 -0.377
H 4.2421 -1.1976 6.8198 0.320
H -3.7485 1.8416 -2.9642 0.116
H -2.8481 -1.8720 -9.5397 0.248
H 0.7182 3.9989 -1.8029 -0.044
H -5.2862 2.0418 1.8973 -0.768
C -5.6555 -2.5266 -3.9162 -1.120
H 10.3287 4.3252 -1.0576 0.275
H 5.6604 5.5503 -0.4080 0.253
C -5.2150 -3.7763 -1.9162 -0.620
H -0.9221 -8.3786 3.0442 0.399
H 4.2988 1.5219 4.9623 -0.044
C 3.3525 6.6698 5.4284 -1.195
H 0.7322 -4.2939 -6.2396 0.343
H 5.2330 1.5615 3.4399 0.223
H 3.6301 7.0687 2.9806 0.419
N 4.7569 -2.1649 -2.0033 0.456
H -6.2816 -0.0728 4.1017 0.438
H -3.3780 7.4908 2.2788 0.330
H 2.3561 -3.9025 -6.7960 0.526
C 6.3501 -2.4899 -4.9497 -1.157
H -1.4753 -5.0230 5.4400 -0.029
H 2.7349 -2.6911 1.8437 0.887
H -2.3392 4.1675 -3.8789 0.568
N -5.2333 0.2758 -2.5099 1.047
H -4.9113 4.0089 -1.3836 0.259
H 2.4513 -0.0469 4.3704 -0.062
H -0.1007 -2.5079 -2.2617 -1.065
C -6.1177 -0.5807 0.9505 -0.869
N -2.8498 -4.0959 2.5811 0.243
H -2.9430 1.4397 3.5702 -0.953
H 2.6373 -2.0189 9.3193 0.215
C -6.4592 6.2368 1.6804 -0.997
C 3.2253 6.0858 3.1400 -1.119
H 1.7281 4.9232 -2.9982 0.528
C -4.0541 0.7750 -3.1914 -1.234
H 0.3174 0.8731 -4.3762 0.194
H -6.8542 6.6559 2.6183 0.353
H -2.5326 -0.0517 1.5767 -0.403
C -0.0249 -3.4107 -10.5997 -1.061
H 2.1872 6.0827 2.7508 0.086
H -8.2974 -0.4896 -0.8756 0.357
H -6.6774 2.9233 1.5252 0.439
H 4.1576 7.3449 5.2158 0.318
H -1.9986 5.5697 -2.8450 0.320
C -1.6776 4.5499 -3.1120 -0.658
H -6.3362 -1.6827 6.9699 0.509
H 0.1711 2.7250 3.5469 -0.084
N -1.5607 -1.9396 -7.2374 1.249
P -4.0739 5.1670 0.7638 -0.142
P -3.0268 -5.6928 3.1623 0.389
H 1.4589 -2.8346 -5.7912 0.332
C -6.0048 2.3809 7.7315 -1.032
O -0.0972 -2.2493 5.5138 0.252
H 2.3998 -6.2670 -1.6309 0.170
H 1.7804 -1.0490 -7.4685 -0.298
H -2.7316 -3.3883 -6.1554 0.212
H -2.4145 4.2154 -7.6297 0.312
H 8.1567 -0.7085 -2.8456 0.110
P 5.3083 -0.9440 -2.9860 -1.214
H -6.8419 6.8413 0.8447 0.273
C 1.9837 -1.9383 1.8824 -0.839
C 1.4063 -3.5099 -6.5811 -1.431
N -2.7024 5.0427 1.6275 0.417
H -1.9290 -4.9250 -1.5974 0.375
H -0.0429 -4.4539 -10.3264 0.352
H 4.2345 -2.6307 -0.0309 0.373
N 0.8705 -2.8675 -7.8116 0.615
H 6.5295 -3.4498 -4.4665 0.347
H -6.1214 -4.1922 -1.4830 0.267
H 1.8036 -7.1640 -3.0615 0.381
N -5.6869 -0.0411 6.0644 0.239
C 1.6238 -6.9195 -2.0048 -1.401
C -0.2911 1.7565 -4.5175 -0.269
H 1.5427 -5.8324 7.3939 0.272
H -7.8477 -1.8605 -1.8002 0.284
N 4.7230 3.4340 4.2413 0.684
P -5.0371 -1.1835 -1.5338 -1.063
O 2.9998 3.8377 6.1922 -1.035
H -0.5563 -3.3168 -11.5252 0.437
H 0.3797 -5.8835 -4.1962 0.533
C -6.4923 0.9325 -2.8144 -1.154
C -0.6816 -0.7558 0.9254 1.708
H -4.5354 -1.6413 7.0860 -0.039
N -1.1911 4.8895 -5.9961 0.364
H 1.7475 -4.2576 8.3549 0.189
C 1.6462 -4.7884 5.0390 -0.806
C 2.0820 -4.8549 7.4279 -0.925
C -1.7742 -5.6961 -4.0566 -0.830
H 3.8891 -2.8001 6.1425 0.392
P 1.0852 -2.4802 6.3614 -0.318
H 6.6076 3.7261 3.5337 0.576
H 0.5578 5.8621 -2.1640 0.290
H 3.8402 -0.6449 -6.2518 -0.037
H 1.3126 -1.3521 -9.2080 0.465
H -3.1619 0.1413 -3.0739 -0.006
H -1.8310 -6.7241 -3.6888 0.403
C 5.1347 2.0497 4.4126 -0.782
H 1.1129 0.1801 5.5407 0.013
H -8.2521 -1.8860 0.0163 0.325
H 1.9144 2.0500 2.0898 0.022
H -7.1336 0.2391 -3.4060 0.270
C 4.1415 -3.3747 -2.5498 -0.686
H 1.0869 -2.2911 2.3773 -0.499
C 4.2515 -0.0589 -5.4046 -0.521
H -1.9438 -5.8028 -5.1343 0.499
C 6.3122 3.0386 -4.1528 -1.046
C -2.2256 -2.5649 -10.1072 -1.137
C -3.4602 -3.6244 1.3438 -1.071
H -6.5279 1.6541 8.3496 0.256
H -0.7073 -1.2668 1.8886 -1.008
C 8.7791 1.4023 -0.7513 -0.471
C -1.5071 6.3404 -6.0595 -1.075
H -2.4977 -5.0243 -3.5973 -0.262
O -5.1665 2.2354 4.7566 -0.577
H -1.5766 1.9063 4.6232 0.043
H 5.9142 5.8300 -2.1616 0.337
H 0.3585 -3.4701 9.6712 0.465
H -4.8541 -4.4608 -2.6785 0.472
H 9.6941 0.9291 -1.1194 0.430
N 6.5515 -1.4246 -4.0468 0.757
H -6.6919 -2.9115 -4.0322 0.222
H 2.4683 7.3084 5.4208 0.405
H 2.4388 -0.8446 8.0526 0.153
N 0.6445 -0.3720 0.5680 1.168
H 2.2975 -1.2963 -0.1815 -0.554
H 3.3071 6.2780 6.4192 0.368
N 0.3339 2.7458 -5.4099 1.128
C -7.6996 -1.3825 -0.8215 -1.168
H 4.3408 -1.4911 5.0993 0.195
N 6.2257 3.8364 -1.4546 0.741
C -2.1062 -3.0440 3.3014 0.957
H -3.2537 2.7301 8.6131 0.207
C -6.1394 -0.8048 4.8137 -1.523
H -5.1118 -0.2300 1.1084 -0.388
N -6.2813 -1.1597 -0.4414 0.734
H -4.8875 -5.8033 6.2150 0.457
C 8.7125 2.9799 -4.3892 -1.252
C -0.1549 -2.8760 8.8572 -1.197
C 0.2139 -6.4048 -1.7754 0.420
H 3.1715 -5.0488 7.3912 0.292
H 4.6948 2.9627 -0.4215 0.066
P -4.6866 1.2995 5.7777 -0.530
H -2.2691 -3.1405 4.3694 -0.012
H 1.7864 3.8601 1.9165 0.036
H 2.3477 -1.0987 2.5143 -0.337
C -0.5899 -6.0938 2.1326 -0.937
O -3.7446 -1.2578 -0.8289 0.423
C -1.1710 -2.8851 -2.2691 2.117
H 7.0207 -2.3570 -5.8130 0.348
O -4.0878 -6.4356 2.4272 -0.935
N 8.7814 2.8625 -1.1049 0.377
C -2.7959 4.3898 2.9105 -0.730
H 4.4805 -4.3067 -1.9535 0.356
H 3.7764 0.9609 -5.3827 -0.332
H -0.6945 -5.0642 1.7878 -0.362
H 3.0879 -3.2908 -2.4389 0.184
H -4.3555 -3.8774 -1.2245 -0.355
H -0.4508 -7.6123 4.5506 0.217
H -2.8794 -4.1844 6.1598 0.004
H -2.1582 -8.0051 4.2769 0.359
H -5.1999 2.3335 -0.7694 0.045
H -1.2708 1.3843 -4.8190 -0.233
C 2.3168 3.0092 2.4623 -0.647
C 1.7016 -1.8149 -8.2827 -0.539
C -1.3324 4.3627 -7.3787 -0.919
H -1.2275 -0.0275 -6.6352 -0.145
P -0.7262 -3.0968 -8.0811 0.129
C -2.5864 -2.2798 -6.2696 -1.072
O 5.7473 0.2016 -2.1755 0.383
H 8.4860 2.4523 -5.2813 0.454
H -1.8929 0.1796 4.0573 -0.380
H 2.5091 -5.4232 4.9937 0.577
H 2.8135 -2.1838 -8.4615 0.236
C -5.4679 -1.0445 7.1095 -0.737
H -5.3132 -1.3917 4.5174 0.438
H -5.7196 -1.5665 -4.3074 0.399
H -3.7544 4.1776 3.3316 0.503
H -6.9321 1.2187 -1.8524 0.250
H -0.5710 -7.1776 -2.0737 0.274
H 2.1543 1.9148 -6.2917 -0.112
H 0.3432 4.3688 3.5211 0.269
H 4.4345 -3.5461 -3.6103 0.074
H 2.1339 2.0479 -0.0655 -0.081
N -5.0493 3.8386 0.6657 1.308
H -6.3257 1.9011 -3.3933 0.342
C 2.1498 -0.1082 5.4314 -0.797
P 7.7689 3.7921 -2.0304 0.091
N 0.0167 -5.0730 -2.4308 0.875
C -2.4327 0.0993 6.5618 -0.965
H -1.1039 -0.2679 -8.4380 0.405
C -5.5868 3.0840 1.7675 -1.101
H 5.9416 4.0715 -4.0592 0.328
N 0.9032 -2.2561 8.0375 0.543
H 5.3142 -2.5694 -5.3890 0.192
H -1.0151 6.8294 -6.9478 0.350
H 0.5611 1.4419 -7.0815 0.225
N 2.1362 3.2037 3.8545 0.759
H -2.5411 6.5301 -6.2592 0.345
H -0.6323 -2.1249 9.4201 0.367
C 5.8231 4.3799 3.9631 -1.273
P 0.1629 4.4133 -5.1595 0.243
H 1.0013 -2.4271 -0.0398 -1.102
H 2.1059 0.1088 -3.7028 -0.067
H 2.2303 1.6378 -1.7413 0.532
C -3.6391 2.8902 7.5782 -0.761
C -0.9798 -4.3112 -1.6700 -0.348
H -2.0551 -0.8356 6.1178 -0.351
H -0.9274 3.3700 -7.5026 0.250
H 5.3412 -0.0155 -5.6695 0.419
H -0.3090 2.2375 -3.5531 -0.217
H 8.8069 1.2974 0.3398 0.437
H 9.5846 2.4882 -3.9802 0.299
P 3.2830 3.9796 4.7770 0.232
C 9.8246 3.5813 -0.3688 -1.246
H -1.0354 -3.0302 3.0387 -0.278
H 8.3930 -2.2486 -3.6227 0.287
O 8.3842 5.1304 -2.1999 -0.919
H 6.0383 1.8449 5.0326 0.511
H 3.4084 3.0513 2.2104 0.316
H 0.7622 -0.3138 -1.5667 -1.619
H 0.0995 -6.2390 -0.6993 -0.447
H -5.3269 -6.3620 4.6323 0.315
C -1.2160 -7.6818 3.7954 -1.158
H 6.1230 3.1480 0.6039 0.184
H 1.5077 -4.1227 4.1794 -0.306
N 3.2445 5.6009 4.4819 0.440
C 1.8919 -1.4406 8.7491 -0.906
H 1.4103 -0.7779 9.4375 0.321
H 7.9663 0.8460 -1.2208 -0.488
H 10.5325 2.8690 0.0137 0.481
N -3.1566 0.8502 5.5644 1.675
H 8.8726 4.0316 -4.6985 0.318
N -3.3268 -5.7763 4.8408 0.114
H -1.5517 -2.9137 -3.2797 0.255
N -0.2786 4.5690 -3.5845 0.399
H 4.4336 4.8653 -1.4931 0.213
C -2.3520 1.1130 4.3972 0.458
C -4.4635 7.4571 2.2888 -1.104
H -4.7897 8.3233 1.6710 0.351
H -6.9160 5.2727 1.5398 0.268
H -2.6409 -3.5564 -10.2352 0.416
H 5.5165 5.0467 3.2015 0.366
H 2.8555 0.4750 -0.4847 -0.183
H -2.2735 -1.8080 -5.2944 0.153
C 0.7118 3.4893 4.0381 -1.016
H 6.4549 2.7635 -5.1810 0.523
H 1.0224 -3.0840 -10.5996 0.225
C 5.7648 2.9195 -0.4181 -0.268
C -2.4609 -5.2022 5.8194 -0.400
C 3.7508 -1.7667 6.0128 -1.236
H -1.1833 -1.4854 0.2331 -0.761
H -6.6694 2.6333 6.8621 0.316
H 2.6841 -1.0890 -2.5459 -0.719
C 0.7188 4.8616 -2.5658 -0.944
H -0.8573 -6.7076 1.2937 0.676
H -0.6479 5.0550 1.5528 0.170
H -2.1873 -2.2444 -11.1352 0.443
H -0.5962 -4.2022 -0.6280 -0.590
H -5.8917 3.4360 8.1992 0.364
O 1.4462 5.0648 -5.5357 -1.000
H 9.4362 4.0430 0.5429 0.299
C 2.0647 1.1817 -0.7557 -0.589
C 1.0988 2.2407 -6.5584 -0.830
N -4.9906 6.1943 1.7824 0.557
H -6.5099 3.5611 -0.7068 0.277
H 3.7347 5.4685 2.4606 0.299
H -6.4967 -1.3323 1.6978 0.339
N 4.0847 -0.6930 -4.1047 1.229
H -2.5760 -2.1068 2.9473 -0.738
H -0.8058 -3.5196 8.2558 0.162
H -2.3044 -5.8965 6.6632 0.334
H 2.1025 -1.5371 -4.1627 -0.069
N 1.7333 -4.0316 6.2891 0.329
H -7.0517 -1.3073 4.9582 0.643
H 0.7773 -5.4546 5.0622 0.233
H -4.0392 -2.6705 1.5376 -0.199
H -1.2561 1.2504 1.5779 -0.715
N 2.3571 -1.5061 5.8169 1.079
H 2.7015 0.6265 6.0350 0.485
H -2.6657 -0.2915 -7.6251 0.487
C -5.4296 3.3746 -0.6468 -0.962
H -1.1901 6.7947 -5.0930 0.323
H -5.4489 -0.6727 8.1618 0.237
H -0.1889 -4.2412 -4.3238 -0.324
H -1.4038 3.5490 0.7663 -0.008
C -1.4754 4.6875 0.9093 -0.516
H -1.8701 -2.3787 -1.5377 -1.388
```

[2]
# C72H46Cl4N4SSbTi

A structure of composition C72H46Cl4N4SSbTi at a distorted geometry (ωB97M-V/def2-TZVPD, OMol25).

Frontier orbital gap (spin up / spin down) in eV: 4.282 / 4.270
Spin multiplicity: 1
Charge: -1
Molecular weight in g mol⁻¹: 1310.69

Structure (XYZ):
```
129
Properties=species:S:1:pos:R:3:mulliken_charge:R:1
C -0.3620 -1.0295 2.8195 0.065
C -1.3721 3.2163 1.3577 0.574
C -3.4475 -1.9840 3.9238 0.323
H -0.8440 -4.1389 3.9121 0.464
H 6.3965 -3.6061 -4.8749 0.358
C -1.8000 2.8684 -2.8695 -1.624
H -2.7448 6.3356 1.6963 0.375
H 2.7117 5.9848 -4.6661 0.406
C -0.0402 -4.8192 -1.1052 -0.353
H 5.2981 0.7822 1.8817 0.514
C 2.8813 2.8091 -1.0244 -2.205
C -3.4929 -2.3807 -0.4183 -1.411
C 0.3744 -3.9820 -2.1321 0.657
C -0.6339 -6.0423 -1.3950 -0.804
H 4.2156 -1.4290 -0.6971 0.351
C -4.4196 -0.4597 -2.3848 -0.601
C 5.1452 -2.0071 -4.1770 -0.674
C -2.0024 -1.9163 1.1933 -0.093
H -7.6984 -0.6712 -1.4851 0.425
H -5.2101 -2.1781 5.1403 0.420
C -2.2090 -2.5204 3.5648 -1.440
H -3.7761 -1.0691 3.4465 0.571
H -4.4966 4.6323 1.4239 0.355
Cl 6.4321 3.6338 5.6225 -0.243
H 2.0701 -3.6894 3.1355 0.374
C -0.6567 5.9210 1.7417 -0.850
C -1.4460 -1.8310 2.4895 0.652
C -4.5797 -0.6284 -3.7569 0.200
H 6.8629 1.9605 3.3603 0.418
C 0.3031 -1.0118 4.0874 -1.918
H -0.0420 -1.5117 4.9778 0.656
C 2.3928 -2.2762 0.0763 0.930
H -0.6151 7.3498 -2.3603 0.432
H -3.7070 -0.6041 -4.3972 0.480
C -2.3698 0.8695 -2.0176 -0.309
C -0.0203 3.6126 1.5328 0.360
H 0.7334 2.8406 1.5632 0.544
C -0.8115 -6.4339 -2.7128 -0.485
C -0.4188 -5.5914 -3.7439 -0.651
C 5.5153 -3.3392 -4.3041 -0.505
H 3.5799 3.5039 5.6208 0.421
C -3.0585 -2.7907 0.8140 -1.530
H -2.2815 -5.2536 5.5861 0.424
H -0.9601 -6.6824 -0.5838 0.414
C 1.7992 -2.9090 1.1586 0.468
C -1.7943 -3.6944 4.1817 0.471
Cl 1.2119 8.3646 -4.2880 -0.250
H -0.8442 5.0917 -1.3711 0.433
C 3.9967 -1.6743 -3.4729 -0.383
C -1.9738 5.5753 1.6340 -0.879
C -5.5601 -0.4644 -1.5789 0.151
H -3.4231 0.5472 0.9245 0.344
H -1.2646 -7.3922 -2.9348 0.363
C 3.6052 -3.9928 -2.9981 -0.340
H 3.0068 -4.7734 -2.5413 0.401
C 1.0497 6.7819 -3.5867 0.283
C -2.5958 -4.3296 5.1206 -1.035
Ti -0.4187 0.4618 0.2160 -0.898
C 3.9592 2.9014 4.8073 -1.167
N -1.1503 1.1716 -1.4713 1.498
C 0.1673 -4.3681 -3.4538 -0.480
C -1.7232 1.8440 1.1092 1.231
C 3.7338 -1.9104 0.1482 -0.452
C 4.9053 1.3828 2.6912 0.186
H -3.7139 1.9752 -3.4271 0.659
H 4.4576 -3.0428 3.2583 0.406
C -0.7605 2.3716 -2.0058 -0.148
Cl -8.5128 -1.1975 -4.1569 -0.246
C -3.7335 3.8657 1.3562 -1.290
H 0.4697 -3.7045 -4.2577 0.440
C -2.7184 -1.2433 -0.7797 -0.779
H 3.3437 3.5587 -1.6409 0.601
H 4.4442 2.3684 0.4412 0.618
C 5.3217 2.7942 4.5818 0.281
C 0.3350 4.9234 1.6956 -0.712
C 1.7678 4.5051 -3.4217 -0.086
H 2.0151 2.3542 4.1160 0.495
C 1.4557 0.1981 2.5755 -0.141
N -1.7263 -1.0533 0.1608 1.975
C 1.5542 2.3143 -1.1302 0.180
Sb 1.3947 -2.0898 -1.8821 1.726
C 3.5281 1.4777 2.8819 0.077
H -0.5739 -5.8864 -4.7747 0.390
C 1.9228 5.7744 -3.9571 -1.027
C 2.4770 1.3465 0.6336 0.054
H 3.6882 -0.6372 -3.3923 0.401
C 0.5239 2.9033 -1.8970 1.196
C -3.0834 -0.2948 -1.7605 1.083
H -5.1161 2.2634 1.1480 0.425
S 0.5674 -0.5577 -3.3573 -0.699
C -2.7859 1.9384 -2.8811 -1.918
C 3.4562 2.1961 0.0546 -1.987
C -4.0723 2.5530 1.2029 -1.475
C -5.8340 -0.8459 -4.3069 -0.964
H -5.4575 -0.2949 -0.5149 0.559
H 2.4278 3.7109 -3.7453 0.521
C -2.3719 4.2296 1.4495 1.016
C 4.4731 -2.1859 1.2914 -0.833
N 1.3486 1.3542 -0.1627 1.837
H -1.7695 3.7954 -3.4150 0.695
C 3.2167 -2.6638 -2.8843 0.081
H 1.3780 5.1989 1.7946 0.465
C -6.9418 -0.8817 -3.4790 0.379
N 0.3387 -0.2642 1.9122 1.639
H 0.7476 -3.1648 1.1344 -0.423
H 5.7436 -1.2310 -4.6392 0.411
C 5.7972 2.0349 3.5282 -1.115
C -0.0825 5.2839 -2.1167 0.021
H 0.0925 -4.5435 -0.0690 0.356
C -6.8194 -0.6711 -2.1148 -1.138
H -5.9514 -0.9973 -5.3708 0.396
H 5.5162 -1.8950 1.3487 0.405
H 2.1864 -0.0942 4.6775 0.658
C 0.0480 6.5498 -2.6587 -1.086
C -3.8194 -3.7775 5.4534 0.439
C 0.7596 4.2344 -2.4993 0.096
Cl -4.8339 -4.5743 6.6209 -0.239
C -4.2532 -2.5996 4.8652 -1.099
H -4.2889 -2.8080 -1.0037 0.809
C 4.7489 -4.3312 -3.7104 -0.723
C 2.5431 -3.1936 2.2958 -0.875
C 3.8802 -2.8283 2.3672 -0.734
H -3.4408 -3.6014 1.4117 0.717
C 3.0807 2.2501 3.9617 -0.122
H 5.0355 -5.3713 -3.8117 0.394
C 1.4335 -0.2765 3.9302 -1.363
C -3.0771 1.5645 1.0711 -0.333
C 2.5042 0.9005 1.9790 0.829
H -0.3679 6.9568 1.8697 0.417
```

What energy values result from the calculations? In sequence: -8787.751941, -6319.155824 Ha.